A molecular structure, C14H22N2O14P4STl. Source: the OMol25 dataset; level of theory: ωB97M-V/def2-TZVPD.

```
58
C14H22N2O14P4STl (ωB97M-V/def2-TZVPD)
Tl -0.5697 0.8493 0.0978
C -4.3538 4.1838 0.1190
C -3.7796 2.9130 -0.4870
O -4.6934 2.3874 -1.4562
P -2.2424 3.2682 -1.4290
O -2.7669 3.8327 -2.7952
O -1.4706 4.4571 -0.7998
O -1.3998 2.0230 -1.6112
P -3.4030 1.6013 0.7358
O -4.4255 1.7860 1.9296
O -1.9938 1.9242 1.2899
O -3.5054 0.2902 0.0279
H -4.4961 4.9426 -0.6506
H -3.6844 4.5850 0.8790
H -5.3150 3.9578 0.5761
H -4.5991 1.4210 -1.4563
H -3.6188 3.4364 -3.0418
H -0.6680 4.1884 -0.2631
H -5.0236 1.0376 2.0433
C 3.4684 3.4405 2.2098
C 2.6999 2.2900 1.5803
O 3.5985 1.2115 1.3204
P 1.4311 1.6015 2.7120
O 2.1783 1.0633 3.9805
O 0.5727 2.7449 3.3441
O 0.6583 0.5287 1.9889
P 1.7763 2.7597 0.0783
O 2.7367 3.6551 -0.7960
O 0.5462 3.4796 0.5698
O 1.4658 1.4502 -0.6579
H 3.9414 3.1113 3.1345
H 2.8090 4.2780 2.4339
H 4.2416 3.7714 1.5185
H 3.2351 0.6830 0.5959
H 2.8288 0.3716 3.8011
H 0.0727 3.2288 2.6617
H 2.8578 3.3475 -1.7030
S -0.3729 -5.5337 -1.8583
C -0.3567 -3.8824 -1.3161
C 0.7423 -3.2380 -0.7405
C 0.6186 -1.9259 -0.3565
N -0.5239 -1.2381 -0.5120
C -1.5946 -1.8442 -1.0579
C -1.5413 -3.1511 -1.4685
C 1.2768 -6.0739 -1.4689
C 1.5525 -6.6177 -0.2229
C 2.8502 -7.0419 0.0288
N 3.8350 -6.9534 -0.8607
C 3.5508 -6.4429 -2.0542
C 2.2867 -5.9909 -2.4135
H 1.6838 -3.7453 -0.5901
H 1.4439 -1.3920 0.0947
H -2.4975 -1.2536 -1.1336
H -2.4217 -3.6047 -1.9027
H 0.7798 -6.7134 0.5277
H 3.1083 -7.4711 0.9898
H 4.3678 -6.3967 -2.7645
H 2.1026 -5.5905 -3.4011
```

Summary:
Total charge   +1
2S+1   1
ΔE to the lowest compared entry with this formula, charge and spin   0.00 kcal per mole
HOMO   -12.2 eV
Energy   -99210.857 eV
Orbital gap   8.62 eV

A molecular structure, C5H4O2Sc in a non-equilibrium geometry. Source: the OMol25 dataset; level of theory: ωB97M-V/def2-TZVPD.

```
12
C5H4O2Sc (ωB97M-V/def2-TZVPD)
O -0.6068 2.4580 1.6415
C 0.0893 2.1066 0.8255
C 0.9182 1.6756 -0.1891
C 0.8930 0.3633 -0.5256
C 1.4192 -0.7899 -0.8131
H 1.6670 2.3924 -0.5426
H 1.8372 -1.4158 -0.0196
H 1.1328 -1.2991 -1.7381
C -1.5138 -1.1864 -0.0236
O -2.1821 -0.7818 0.9566
Sc -1.9203 -2.8212 1.4312
H -1.7335 -0.7016 -1.0031
```

Summary:
Total charge   +3
2S+1   1
HOMO   -22.6 eV
Energy   -30006.276 eV
Orbital gap   6.96 eV

A gas-phase ion, C22H14F3N2O5S3 (charge -1) in a non-equilibrium geometry. Source: the OMol25 dataset; level of theory: ωB97M-V/def2-TZVPD.

```
49
C22H14F3N2O5S3 (ωB97M-V/def2-TZVPD)
C -4.6605 1.9014 2.4101
C -3.5521 1.2263 2.9387
C -2.7421 0.4586 2.0994
C -3.0383 0.3762 0.7455
S -2.1241 -0.8284 -0.3058
C -0.0460 -0.6633 -0.6641
C -0.0370 0.0502 -1.9650
C 0.3583 1.3932 -2.0386
C 0.4297 2.0227 -3.2782
C 0.1837 1.3001 -4.4528
C 0.3125 1.9339 -5.7446
N 0.4007 2.4518 -6.7938
C -0.2153 -0.0421 -4.3770
C -0.3112 -0.6627 -3.1409
O -2.1971 -2.0776 0.4599
O -2.7794 -0.7455 -1.5778
C -4.1242 1.0559 0.1972
C -4.9329 1.8313 1.0364
H -5.2943 2.5010 3.0672
H -3.2982 1.3008 3.9975
H -1.8499 -0.0342 2.4793
H 0.0572 0.0453 0.1595
H 0.6545 1.9301 -1.1350
H 0.7127 3.0763 -3.3549
H -0.4245 -0.6074 -5.2892
H -0.5606 -1.7214 -3.0923
H -4.3189 0.9808 -0.8707
H -5.7678 2.3871 0.6056
F 4.4965 -2.4892 4.3949
C 3.8438 -1.3145 4.0940
F 3.0129 -1.0062 5.1144
F 4.7682 -0.3262 3.9931
S 3.0617 -1.7180 2.5390
N 2.6090 0.2806 2.6761
C 1.2428 -0.0214 2.3399
O 0.2296 0.5163 2.8008
C 1.4243 -1.0651 1.2633
C 2.4256 -0.5045 0.3582
C 2.7887 -1.2055 -0.7865
C 1.8581 -2.0847 -1.2787
C 0.5211 -2.0963 -0.6289
C 0.5663 -2.0726 0.8372
S 3.2845 0.8053 1.1067
O 2.6688 2.0523 0.6897
O 4.7002 0.6654 1.1840
H 3.8171 -1.0920 -1.1289
H 2.0517 -2.7348 -2.1285
H -0.1299 -2.8407 -1.0898
H -0.0756 -2.5881 1.5343
```

Summary:
Total charge   -1
2S+1   1
ΔE to the lowest compared entry with this formula, charge and spin   29.95 kcal per mole
HOMO   -4.3 eV
Energy   -76911.935 eV
Orbital gap   5.92 eV

A molecular structure, C19H48B2NO28 in a non-equilibrium geometry. Source: the OMol25 dataset; level of theory: ωB97M-V/def2-TZVPD.

```
98
C19H48B2NO28 (ωB97M-V/def2-TZVPD)
C -10.2111 -29.5959 17.6711
C -8.9454 -30.5215 17.5215
C -8.2880 -30.7056 18.8155
C -6.8840 -31.2860 18.7319
N -6.3019 -31.7840 20.0733
C -4.9640 -32.3720 19.9456
C -5.1148 -33.8156 19.5195
C -6.5290 -34.1668 19.8077
C -7.0132 -32.9700 20.5383
C -6.2321 -30.6383 21.0898
C -5.3314 -29.4118 20.7457
C -5.2544 -28.4560 22.0117
H -9.8351 -28.6273 18.1507
H -11.0481 -30.0273 18.3390
H -10.4888 -29.4874 16.6253
H -8.4922 -29.9162 16.8538
H -9.2102 -31.4301 17.1349
H -8.8228 -30.9952 19.8196
H -7.9068 -29.6989 19.1840
H -6.3382 -30.4647 18.2136
H -6.8711 -32.1066 18.1347
H -4.3739 -32.2773 20.7888
H -4.2497 -31.5901 19.4007
H -4.2717 -34.4966 19.8680
H -4.8546 -33.7017 18.4222
H -6.6721 -35.0984 20.3635
H -7.0014 -34.2702 18.6791
H -7.0742 -32.9619 21.7809
H -7.9956 -32.7642 20.5013
H -5.5244 -31.0089 21.9533
H -7.3863 -30.3134 21.4295
H -5.6140 -28.7300 19.9687
H -4.3265 -29.6587 20.5602
H -4.2446 -27.9777 22.2250
H -5.3405 -29.0302 22.8302
H -6.1405 -27.5967 21.9723
O -7.1746 -29.0255 24.8889
C -8.2395 -29.4021 24.3342
O -8.4920 -29.4825 23.0959
B -9.9340 -29.9848 22.9786
O -10.3267 -30.1039 24.4439
C -9.3839 -29.5747 25.0863
O -9.6309 -29.1447 26.2090
O -10.1143 -31.2655 22.2468
C -10.8420 -31.1273 21.3103
O -10.9064 -31.9194 20.3835
C -11.3705 -29.8502 21.3947
O -10.8725 -29.0698 22.2323
O -12.2177 -29.4414 20.6546
O -14.3173 -26.3602 18.5765
C -13.4099 -25.9730 19.2257
O -12.5888 -26.7093 19.8617
B -11.4232 -25.8866 20.1943
O -11.8200 -24.6525 19.7459
C -12.9285 -24.7078 19.1256
O -13.4716 -23.7161 18.6009
O -10.1878 -26.4499 19.6429
C -9.3081 -26.4704 20.5999
O -8.3330 -27.1257 20.5186
C -9.9498 -26.0701 21.7499
O -11.1672 -25.8972 21.6854
O -9.4192 -26.1915 22.8814
O -6.7940 -26.7588 26.0274
H -6.6954 -27.7539 25.9190
H -7.2615 -26.7328 26.7898
O -8.1445 -32.2618 25.4663
H -9.0659 -32.5119 25.2100
H -7.8693 -33.2226 25.3388
O -11.0617 -33.9718 22.7330
H -12.0402 -33.8598 22.5860
H -10.5856 -33.4042 22.1870
O -14.9510 -28.7095 20.2728
H -14.0665 -28.7883 20.8437
H -14.8656 -27.9870 19.7393
O -10.5761 -26.6611 27.0750
H -10.0325 -27.4619 27.0130
H -9.9620 -26.1203 26.8065
O -10.9076 -33.2684 25.3581
H -11.0296 -32.2839 25.3328
H -10.8703 -33.4760 24.4183
O -11.5771 -26.9146 24.4992
H -10.8057 -26.4853 24.0628
H -11.5013 -27.0296 25.4788
O -13.2115 -31.5828 23.5213
H -13.2523 -30.7179 23.4918
H -13.9460 -32.0427 23.0006
O -13.7437 -28.7995 23.9766
H -13.6847 -28.8951 25.0027
H -12.9839 -28.3136 23.8476
O -11.4601 -33.8644 18.4991
H -11.9048 -33.5231 17.6952
H -11.4861 -33.0395 18.9402
O -9.5075 -29.8245 29.2969
H -9.0170 -29.1272 28.8165
H -8.8866 -30.4772 29.0846
O -13.5500 -29.7051 17.4778
H -14.5774 -29.7437 17.2859
H -13.3500 -29.5606 18.3603
```

Summary:
Total charge   -1
2S+1   1
ΔE to the lowest compared entry with this formula, charge and spin   7.92 kcal per mole
HOMO   -7.7 eV
Energy   -80658.227 eV
Orbital gap   8.85 eV

A molecular structure, C19H37N2PRu in a non-equilibrium geometry. Source: the OMol25 dataset; level of theory: ωB97M-V/def2-TZVPD.

```
60
C19H37N2PRu (ωB97M-V/def2-TZVPD)
C -0.5308 -1.6364 -0.2483
C -1.6006 -0.6890 -0.5370
C -1.9330 -0.0084 0.6690
C -1.0859 -0.4712 1.7162
C -0.1648 -1.4368 1.1546
Ru 0.7109 0.0420 -0.5200
N 2.1951 -0.6593 0.4893
C 1.0990 -0.1749 -2.3612
C -0.0439 0.6162 -2.6140
H -2.7627 0.6709 0.7963
H -2.1346 -0.6325 -1.4723
H -1.1817 -0.2579 2.7657
H 0.5412 -2.0207 1.7034
H -0.2374 -2.4658 -0.8571
H -0.9913 0.1790 -2.9632
H 2.0848 0.3300 -2.3412
H 2.3891 -1.5014 -0.1317
H 0.0666 1.6680 -2.8821
H 1.0272 -1.2826 -2.3715
C 0.2595 2.1346 3.7867
C 0.2935 3.2228 2.6994
C -1.1318 3.3126 2.1261
C 0.6881 4.5572 3.3620
P 1.4833 2.7516 1.3234
N 0.7645 1.6506 0.3412
C 1.8207 4.2013 0.1822
C 2.8445 5.1932 0.8098
C 2.3653 3.7080 -1.1647
C 0.5075 4.9480 -0.1100
C 3.0379 1.9369 1.9818
C 4.0349 1.7296 0.8260
C 3.7005 2.7920 3.0692
C 2.7417 0.5553 2.5891
H -0.5520 2.3773 4.4875
H 1.1804 2.0954 4.3767
H 0.0368 1.1539 3.3518
H -1.8288 3.4389 2.9676
H -1.2719 4.1682 1.4611
H -1.3963 2.3902 1.5932
H 1.7098 4.5396 3.7698
H 0.5802 5.4220 2.6944
H 0.0078 4.7264 4.2142
H 3.8470 4.7683 0.8600
H 2.8918 6.0666 0.1551
H 2.5406 5.5405 1.7977
H 1.7445 2.9000 -1.5776
H 2.3360 4.5504 -1.8737
H 3.4064 3.3723 -1.1136
H -0.2589 4.2646 -0.4957
H 0.1188 5.5014 0.7541
H 0.7090 5.6936 -0.8931
H 4.3727 2.6684 0.3769
H 4.9159 1.2209 1.2357
H 3.6127 1.0520 0.0720
H 3.0969 2.8611 3.9851
H 4.6454 2.2933 3.3423
H 3.9524 3.8034 2.7242
H 2.1070 0.5765 3.4686
H 2.2637 -0.1292 1.8166
H 3.6893 0.0683 2.8249
```

Summary:
Total charge   -1
2S+1   6
ΔE to the lowest compared entry with this formula, charge and spin   13.12 kcal per mole
HOMO (spin up / spin down)   -1.1 / -3.0 eV
Energy   -35146.117 eV
Orbital gap (spin up / spin down)   3.89 / 5.84 eV

C3H8ClNO in the gas phase in a non-equilibrium geometry. Source: the OMol25 dataset; level of theory: ωB97M-V/def2-TZVPD.

```
14
C3H8ClNO (ωB97M-V/def2-TZVPD)
C -0.0782 -1.7872 0.0924
C 0.8751 1.7741 -0.0865
C -0.4274 -0.3133 -0.2229
N -1.8537 0.0546 0.5701
O 0.6409 0.4088 0.2860
Cl -2.4906 1.5333 -0.2344
H 0.9659 -1.9556 0.1914
H -0.5142 -1.9036 1.0416
H -0.5302 -2.6683 -0.5353
H 1.8267 1.8273 0.2860
H 0.2416 2.4838 0.4151
H 0.8267 1.8581 -1.1560
H -0.5827 0.0002 -1.1832
H -1.6527 0.3381 1.5899
```

Summary:
Total charge   0
2S+1   3
ΔE to the lowest compared entry with this formula, charge and spin   40.08 kcal per mole
HOMO (spin up / spin down)   -5.7 / -10.2 eV
Energy   -19294.591 eV
Orbital gap (spin up / spin down)   6.65 / 8.05 eV